1.
{"formula": "C46H52BBiGeN4O3S2Si", "method": "wB97M-V/def2-TZVPD", "homo_ev": [-9.188, -10.400], "e_tot_ev": -153228.9191, "spin_multiplicity": 2, "relative_energy_ev": 0.5661, "total_charge": 1, "homo_lumo_gap_ev": [7.27, 6.52], "symbols": ["Bi", "C", "Si", "C", "C", "C", "C", "C", "C", "N", "C", "S", "H", "H", "H", "H", "H", "H", "H", "H", "H", "H", "H", "H", "C", "C", "O", "N", "C", "C", "C", "C", "C", "C", "N", "H", "H", "H", "H", "H", "H", "H", "H", "H", "H", "C", "C", "C", "C", "C", "C", "C", "C", "O", "B", "O", "C", "C", "H", "H", "H", "H", "H", "H", "H", "H", "H", "H", "H", "H", "C", "Ge", "C", "C", "C", "C", "C", "C", "C", "C", "C", "C", "C", "C", "C", "C", "C", "C", "H", "H", "H", "H", "H", "H", "H", "H", "H", "H", "H", "H", "H", "H", "H", "S", "C", "C", "N", "C", "H", "H", "H"], "xyz": [[0.03323, 0.17011, 0.54275], [-6.33489, 2.87251, 3.44043], [-5.18493, 1.64880, 2.61501], [-5.69112, 1.47862, 0.82095], [-5.28607, 0.01737, 3.51869], [-3.42851, 2.36492, 2.73534], [-3.23006, 3.61332, 3.31771], [-1.96267, 4.17597, 3.40963], [-0.90165, 3.45002, 2.91298], [-1.04203, 2.24368, 2.36162], [-2.26544, 1.72250, 2.26722], [-2.38952, 0.12948, 1.49372], [-7.35705, 2.48999, 3.39530], [-6.33071, 3.84573, 2.94499], [-6.09090, 3.02343, 4.49400], [-6.71952, 1.11415, 0.76274], [-5.05711, 0.78026, 0.27423], [-5.65922, 2.44671, 0.31490], [-6.31950, -0.33699, 3.53057], [-4.96193, 0.13255, 4.55527], [-4.67027, -0.75255, 3.05436], [-4.07851, 4.16506, 3.70377], [-1.80576, 5.14796, 3.85550], [0.10954, 3.84186, 2.95483], [0.01879, -1.09230, -4.07804], [0.35297, 0.03572, -3.14970], [0.50660, -0.16255, -1.94346], [0.52768, 1.25621, -3.68184], [0.88935, 2.41052, -2.87217], [-0.31383, 3.17078, -2.36603], [-0.60806, 4.43403, -2.85698], [-1.74186, 5.08811, -2.39804], [-2.54645, 4.44647, -1.47552], [-2.17383, 3.18292, -1.03931], [-1.07754, 2.55497, -1.45752], [-0.79932, -1.66209, -3.64067], [0.88785, -1.74975, -4.13799], [-0.24864, -0.75740, -5.07879], [0.37669, 1.37971, -4.66836], [1.51987, 3.06382, -3.47393], [1.48224, 2.04313, -2.03413], [0.04145, 4.89631, -3.58898], [-1.99265, 6.07549, -2.76277], [-3.44710, 4.90721, -1.09404], [-2.78366, 2.64592, -0.32402], [-1.82412, -6.84568, -3.87262], [-0.87262, -7.33016, -2.77881], [0.39777, -7.87025, -3.45053], [-1.56362, -8.46175, -2.00545], [-0.49265, -6.21000, -1.80906], [0.37424, -6.49418, -0.74487], [0.77969, -5.53642, 0.17753], [0.28505, -4.26578, -0.00583], [0.54577, -3.11042, 0.71453], [-0.16168, -2.11164, 0.05950], [-0.88567, -2.62179, -0.99968], [-0.57319, -3.96757, -1.04015], [-0.98320, -4.91106, -1.95603], [-2.06606, -7.67775, -4.53475], [-1.37368, -6.05959, -4.48238], [-2.76185, -6.47136, -3.45751], [0.14121, -8.66801, -4.14990], [1.09875, -8.27832, -2.72181], [0.90787, -7.08036, -4.00600], [-1.84139, -9.26586, -2.68928], [-2.47011, -8.10068, -1.51664], [-0.91312, -8.88541, -1.23992], [0.75043, -7.50191, -0.62913], [1.45431, -5.77572, 0.98828], [-1.65653, -4.63526, -2.75413], [3.32001, 2.25002, 0.52739], [3.10934, 0.32937, 0.18798], [3.95896, -0.65446, 1.64435], [3.55046, -1.92715, 2.04397], [4.14624, -2.55178, 3.12967], [5.15512, -1.91124, 3.83707], [5.56423, -0.64169, 3.45693], [4.96599, -0.01641, 2.37068], [3.64167, -0.04973, -1.64827], [4.15512, 1.00032, -2.36891], [4.55811, 0.84606, -3.71478], [4.43211, -0.36440, -4.32755], [3.89533, -1.47586, -3.62868], [3.75191, -2.73787, -4.25891], [3.21726, -3.79909, -3.58716], [2.79758, -3.64742, -2.24750], [2.93414, -2.44267, -1.61772], [3.49002, -1.32139, -2.28057], [4.36252, 2.55971, 0.43422], [2.98506, 2.48953, 1.53675], [2.72295, 2.83442, -0.17281], [2.74487, -2.43513, 1.52724], [3.81931, -3.54062, 3.42633], [5.62078, -2.40069, 4.68258], [6.35147, -0.13760, 4.00248], [5.29933, 0.97636, 2.09004], [4.27452, 1.97450, -1.90965], [4.97630, 1.69052, -4.24711], [4.74458, -0.49775, -5.35641], [4.07725, -2.84380, -5.28703], [3.11339, -4.75888, -4.07632], [2.36733, -4.49134, -1.72220], [2.60803, -2.33524, -0.58963], [1.78574, -0.35699, 5.04044], [0.79454, -1.71447, 4.72616], [0.27675, -1.63365, 3.47851], [0.65858, -0.51228, 2.78436], [1.44517, 0.24791, 3.49989], [0.64302, -2.48840, 5.45908], [-0.38212, -2.34899, 3.01475], [1.84726, 1.18422, 3.14422]]}

2.
{"formula": "BrClFNO", "method": "wB97M-V/def2-TZVPD", "homo_ev": [-11.322, -10.513], "e_tot_ev": -88812.9745, "relative_energy_ev": 3.5166, "homo_lumo_gap_ev": [8.84, 6.87], "symbols": ["N", "O", "F", "Cl", "Br"], "xyz": [[0.17502, -0.80654, -0.26072], [-0.42859, 0.20926, -0.67349], [-0.23387, -1.15324, 1.00748], [-0.36525, 1.70192, 0.29979], [2.89741, 0.85162, 0.04772]]}

3.
{"formula": "C35H52GdP3SSb", "method": "wB97M-V/def2-TZVPD", "homo_ev": [-15.653, -15.667], "e_tot_ev": -103182.5276, "spin_multiplicity": 8, "relative_energy_ev": 0.0000, "total_charge": 3, "homo_lumo_gap_ev": [4.68, 6.47], "symbols": ["Gd", "P", "P", "P", "H", "C", "C", "H", "C", "C", "C", "C", "C", "C", "C", "C", "C", "H", "H", "H", "H", "H", "H", "H", "H", "H", "H", "H", "H", "H", "H", "H", "H", "H", "H", "H", "H", "H", "H", "H", "H", "H", "H", "H", "H", "H", "C", "C", "C", "C", "C", "C", "S", "H", "H", "H", "H", "H", "H", "C", "C", "C", "C", "C", "C", "Sb", "C", "C", "C", "C", "C", "C", "C", "C", "C", "C", "C", "C", "H", "H", "H", "H", "H", "H", "H", "H", "H", "H", "H", "H", "H", "H", "H"], "xyz": [[0.61823, 1.44018, 0.49194], [-2.00244, 2.17349, 0.93123], [-0.38957, -1.95659, 0.54483], [-0.39115, 0.42049, -2.17766], [3.22456, 4.05803, -1.22769], [2.50822, 3.29738, -1.38338], [1.26058, 3.57932, -0.67292], [1.26404, 4.34829, 0.18325], [-2.19388, 3.09362, 2.49225], [-3.61897, 1.23086, 0.82212], [-2.09809, 3.38855, -0.39446], [0.88577, -3.18095, -0.10903], [-0.81196, -2.95617, 1.96768], [-1.83136, -2.56262, -0.53598], [0.00432, 1.90718, -3.23812], [-2.18256, 0.23035, -2.71329], [0.31611, -0.93513, -3.21819], [2.52773, 2.92934, -2.45211], [0.25183, 3.63552, -1.25838], [-1.20322, 3.23336, 2.94440], [-2.81838, 2.56485, 3.22545], [-2.61851, 4.08529, 2.30565], [-3.53993, 0.25522, 1.35514], [-3.86548, 1.02764, -0.24410], [-4.44108, 1.82396, 1.28223], [-1.10794, 3.59955, -0.78299], [-2.49969, 4.32646, -0.03507], [-2.70474, 3.06107, -1.23114], [0.54086, -4.23959, -0.06451], [1.77366, -3.07277, 0.54472], [1.16020, -2.92355, -1.15076], [-1.17302, -3.95927, 1.76972], [-1.56878, -2.48414, 2.56994], [0.03898, -3.08951, 2.61255], [-2.11630, -3.60547, -0.30120], [-1.63593, -2.51249, -1.62178], [-2.71349, -1.93677, -0.31894], [-0.41453, 1.74649, -4.24116], [1.07936, 2.09230, -3.35655], [-0.45224, 2.79922, -2.78540], [-2.18683, 0.14996, -3.82014], [-2.77925, 1.11023, -2.40168], [-2.63095, -0.68502, -2.28418], [-0.05946, -0.82379, -4.25512], [0.01511, -1.92871, -2.83661], [1.41795, -0.87022, -3.21412], [4.45338, 0.49776, -0.89719], [4.68397, -0.65108, -1.66296], [5.71010, -1.54372, -1.31190], [6.49471, -1.34222, -0.16413], [6.16347, -0.24391, 0.67514], [5.16209, 0.67383, 0.30331], [2.78232, 1.13571, -1.33850], [2.73912, 0.69763, -2.65781], [4.02710, -0.76878, -2.55388], [6.03365, -2.30849, -2.02375], [7.44297, -1.89802, -0.02029], [6.76016, -0.07067, 1.59519], [4.83101, 1.47621, 0.95504], [-3.10976, -1.63028, 6.37967], [-3.46006, -1.22212, 5.08003], [-2.47241, -0.77610, 4.19323], [-1.14794, -0.69958, 4.61772], [-0.78903, -1.11746, 5.89995], [-1.76584, -1.59364, 6.78284], [0.40321, 0.18416, 3.34349], [0.96873, 1.56699, 4.90431], [2.31409, 1.95355, 5.02033], [2.69269, 2.88999, 5.98825], [1.73371, 3.45892, 6.83369], [0.39507, 3.07781, 6.72402], [0.01119, 2.13314, 5.75850], [1.88411, -1.32389, 3.53892], [3.15401, -1.12669, 2.96786], [4.18701, -2.07981, 3.03184], [3.94962, -3.32912, 3.65995], [2.66443, -3.58124, 4.20189], [1.68211, -2.57587, 4.15272], [-3.88307, -1.98263, 7.07057], [-4.50163, -1.25709, 4.74952], [-2.73305, -0.49453, 3.16811], [0.23646, -1.07457, 6.25977], [-1.47963, -1.93374, 7.77667], [3.09292, 1.52798, 4.35911], [3.74284, 3.15901, 6.09887], [2.00288, 4.17478, 7.58970], [-0.38305, 3.46772, 7.37267], [-1.03454, 1.80951, 5.67629], [3.36274, -0.19155, 2.44909], [5.20060, -1.86576, 2.61355], [4.76678, -4.08554, 3.74265], [2.47262, -4.57606, 4.68396], [0.71913, -2.82164, 4.60574]]}

4.
{"formula": "C7H15P", "method": "wB97M-V/def2-TZVPD", "homo_ev": -8.476, "e_tot_ev": -16788.2790, "relative_energy_ev": 1.3635, "smiles": "C=CP(C)C.C=CC", "homo_lumo_gap_ev": 9.57, "symbols": ["C", "C", "C", "C", "C", "C", "C", "P", "H", "H", "H", "H", "H", "H", "H", "H", "H", "H", "H", "H", "H", "H", "H"], "xyz": [[-0.15011, 1.88264, 1.48474], [-1.18888, 1.79211, 2.24154], [0.46152, -1.80252, -2.29660], [-0.66029, -1.74453, -1.51268], [-1.02387, -2.65043, -0.42642], [1.67898, -0.02096, 0.51637], [0.42195, 1.76620, -1.14210], [-0.05600, 0.62077, 0.20151], [0.65178, 2.70170, 1.56404], [-1.92521, 0.92142, 2.13748], [-1.44742, 2.64786, 2.90541], [0.42764, -1.12624, -3.08380], [1.10338, -2.63678, -2.46058], [-1.29929, -0.82860, -1.61994], [-2.00333, -3.07152, -0.57588], [-0.96530, -2.34932, 0.56296], [-0.43454, -3.58894, -0.47847], [2.30222, -0.19404, -0.38902], [2.09074, 0.74633, 1.19095], [1.63507, -0.90125, 1.15667], [1.52037, 2.12901, -1.12564], [0.37550, 1.33442, -2.20672], [-0.27278, 2.66642, -1.22163]]}

5.
{"formula": "C23H23F3N4O2S", "method": "wB97M-V/def2-TZVPD", "homo_ev": -8.003, "e_tot_ev": -53267.1576, "relative_energy_ev": 0.1326, "smiles": "O=S(=O)(Nc1cccc(-c2ccc(N3CCCCCC3)nn2)c1)c1ccc(C(F)(F)F)cc1", "homo_lumo_gap_ev": 8.25, "symbols": ["O", "S", "O", "N", "C", "C", "C", "C", "C", "C", "H", "H", "H", "C", "N", "N", "C", "N", "C", "H", "C", "C", "C", "H", "H", "C", "H", "H", "C", "H", "H", "H", "H", "H", "H", "H", "C", "C", "H", "H", "H", "H", "C", "C", "C", "C", "C", "C", "H", "H", "C", "F", "F", "F", "H", "H"], "xyz": [[2.67343, -4.00949, 1.62935], [3.76578, -3.34279, 0.99419], [4.89363, -4.12339, 0.58013], [4.41854, -2.19446, 2.03321], [3.92406, -0.90178, 2.15887], [2.58855, -0.64261, 1.88414], [2.11105, 0.66380, 1.86887], [2.95960, 1.70809, 2.23034], [4.26963, 1.43862, 2.58099], [4.76471, 0.14854, 2.52392], [5.80048, -0.05045, 2.75756], [4.92517, 2.24642, 2.87096], [2.60619, 2.72757, 2.21198], [0.75962, 0.91894, 1.36537], [0.32322, 0.08304, 0.43435], [-0.81239, 0.25044, -0.15721], [-1.61583, 1.28687, 0.13738], [-2.72330, 1.41293, -0.63013], [-3.82622, 2.27999, -0.30451], [-3.47941, 3.09807, 0.32542], [-4.97693, 1.54190, 0.39373], [-5.75913, 0.63596, -0.55814], [-5.17483, -0.76683, -0.75927], [-5.66656, -1.19847, -1.63395], [-5.44569, -1.38773, 0.09737], [-3.65281, -0.85278, -0.94461], [-3.42978, -1.73323, -1.54806], [-3.16301, -0.99802, 0.01932], [-3.00565, 0.37205, -1.59840], [-3.64890, 0.78932, -2.37448], [-2.05494, 0.08135, -2.04651], [-5.84661, 1.14014, -1.52325], [-6.77499, 0.51367, -0.17525], [-5.65549, 2.29539, 0.79959], [-4.58360, 0.96178, 1.23010], [-4.19726, 2.72153, -1.23679], [-1.25369, 2.18041, 1.17592], [-0.04274, 1.99556, 1.78601], [0.27724, 2.63874, 2.59213], [-1.90227, 2.98128, 1.49398], [1.91440, -1.45188, 1.66426], [5.41514, -2.30096, 2.14098], [3.11172, -2.37291, -0.37296], [3.90577, -1.43178, -0.99843], [3.33405, -0.58258, -1.92971], [1.97768, -0.69626, -2.21487], [1.19431, -1.67096, -1.61270], [1.77620, -2.52048, -0.68890], [1.19900, -3.26898, -0.17062], [0.14231, -1.73974, -1.83400], [1.35114, 0.30941, -3.13982], [0.14596, -0.05908, -3.59222], [1.18055, 1.50421, -2.54298], [2.10506, 0.54997, -4.22824], [3.92670, 0.17530, -2.41903], [4.95110, -1.35366, -0.74537]]}